74
Properties=species:S:1:pos:R:3:forces:R:3 method="wB97M-V/def2-TZVPD" gap_ev="7.3 / 6.5" spin_multiplicity=2 s_squared=0.787 energy_ha=-3771.87322 homo_energy_ev="-9.34 / -9.60" relative_energy_kcal_mol=110.4 charge=+1
Cu -1.8007 0.7497 0.4155 -0.19 0.01 0.14
C 4.0472 -1.6352 -1.7406 -0.03 -0.06 -0.04
O 4.1849 -0.6050 -2.7044 0.03 0.13 0.05
C 3.1377 0.0780 -3.2372 0.01 -0.04 0.02
C 3.5293 1.0312 -4.1820 -0.04 0.01 -0.01
C 2.6095 1.8095 -4.8489 0.02 -0.01 0.02
C 1.2510 1.6488 -4.5973 0.00 0.00 0.02
C 0.8549 0.7081 -3.6734 0.00 -0.03 -0.03
C 1.7741 -0.0734 -2.9733 -0.03 0.02 -0.03
N 1.2587 -1.0177 -2.0282 0.06 -0.03 0.09
C 0.2366 -0.7635 -1.1573 0.06 -0.04 -0.06
N -0.6048 -1.8799 -1.0300 -0.14 0.19 0.14
C -2.7291 -1.9476 0.1124 -0.08 -0.01 0.00
C -3.1406 -0.6611 0.7923 0.18 -0.17 -0.20
C -4.1425 -0.7457 1.7182 -0.06 0.08 0.13
C -4.7306 -1.9580 2.1385 0.05 -0.04 -0.05
C -4.2568 -3.1926 1.6485 -0.01 0.09 -0.01
C -3.2767 -3.2161 0.7064 0.13 -0.03 0.01
O -2.7062 -4.3452 0.1844 -0.06 0.10 -0.07
C -3.1180 -5.5959 0.7352 0.02 0.06 -0.01
N -0.0242 0.3508 -0.5707 -0.03 -0.06 -0.05
C 0.9811 1.3586 -0.5593 -0.04 0.07 0.05
C 0.7421 2.6055 -1.1117 -0.05 -0.04 -0.06
C 1.7124 3.5965 -1.0958 0.04 -0.04 0.03
C 2.9352 3.3421 -0.4988 -0.04 0.00 0.01
C 3.1758 2.1153 0.1106 -0.02 0.03 0.02
C 2.1963 1.1308 0.0979 0.03 -0.05 0.06
O 2.3370 -0.0901 0.6990 -0.02 0.02 0.02
C 3.4409 -0.2537 1.5715 0.00 0.00 0.00
H 5.0594 -1.8510 -1.4070 -0.01 -0.01 0.00
H 3.6438 -2.5459 -2.1970 -0.02 0.02 0.01
H 3.4330 -1.3327 -0.8958 0.03 -0.01 -0.02
H 4.5896 1.1342 -4.3672 0.02 0.00 0.00
H 2.9513 2.5403 -5.5689 0.00 0.01 -0.01
H 0.5154 2.2492 -5.1136 0.00 0.01 -0.01
H -0.1965 0.5690 -3.4517 -0.02 -0.01 0.00
H 1.4611 -1.9851 -2.2153 -0.05 -0.01 -0.01
H -0.1329 -2.7542 -1.2305 -0.02 0.02 -0.05
H -4.4984 0.1678 2.1865 0.01 0.02 0.00
H -5.5201 -1.9567 2.8766 -0.02 0.01 0.01
H -4.6699 -4.1106 2.0410 0.01 -0.01 0.00
H -2.5353 -6.3589 0.2273 -0.01 0.01 0.01
H -4.1826 -5.7634 0.5629 0.00 -0.03 0.01
H -2.9063 -5.6211 1.8044 -0.01 -0.02 0.01
H -0.2202 2.7838 -1.5744 0.00 0.01 0.01
H 1.5110 4.5559 -1.5516 0.00 0.01 -0.01
H 3.7073 4.0994 -0.4893 0.02 0.01 0.00
H 4.1290 1.9342 0.5861 0.00 0.01 0.00
H 3.3040 -1.2172 2.0556 0.01 0.00 0.00
H 3.4642 0.5362 2.3267 0.01 -0.01 0.00
H 4.3874 -0.2539 1.0245 0.01 0.00 0.03
N -3.1202 -2.9348 -2.1571 -0.16 -0.12 0.10
C -3.1711 -1.8730 -1.3757 -0.01 0.02 0.06
N -3.6736 -0.7368 -1.7785 0.13 -0.03 -0.20
O -1.2605 -2.0253 0.1912 0.12 -0.17 -0.10
H -3.5434 -2.9402 -3.0716 0.04 0.03 -0.01
H -2.8608 -3.8170 -1.7346 0.04 0.02 0.02
H -4.0153 -0.5867 -2.7141 -0.02 -0.02 -0.01
H -3.6279 0.0271 -1.0960 -0.02 0.01 0.09
C 0.7704 4.0935 2.6822 -0.01 0.01 0.00
N 0.0104 3.0199 3.2783 -0.01 0.06 0.02
C 0.5262 2.2857 4.4271 -0.01 -0.03 0.06
C -0.5385 1.1951 4.6588 0.06 0.02 0.01
N -1.3727 1.3449 3.4776 -0.02 -0.06 -0.08
C -1.0468 2.4130 2.7351 -0.07 0.01 -0.18
S -1.8789 2.8983 1.3348 0.14 0.10 0.10
H 0.9883 4.8494 3.4370 -0.01 0.01 -0.02
H 0.1865 4.5329 1.8790 -0.01 0.01 -0.01
H 1.7078 3.7144 2.2694 0.05 -0.02 -0.02
H 0.6361 2.9493 5.2851 0.02 -0.02 0.00
H 1.5085 1.8663 4.1906 -0.01 -0.01 -0.01
H -1.1114 1.3732 5.5698 0.00 0.01 -0.01
H -0.1018 0.1986 4.7091 -0.01 0.00 0.02
H -2.1801 0.7885 3.2514 0.01 -0.03 0.01